[1]
111
Properties=species:S:1:pos:R:3:forces:R:3:lowdin_charge:R:1 method="wB97M-V/def2-TZVPD" energy_ha=-2667.3229 total_charge=-1 e_above_lowest_ev=0.000
Cl 2.3247 1.3557 1.3480 -1.3 -0.7 -0.5 0.64
O 3.5535 0.5828 1.3785 0.1 0.2 0.3 -0.38
O 2.4883 2.5118 0.5080 0.2 0.2 0.3 -0.35
O 1.2614 0.5246 0.8053 0.4 0.1 -0.1 -0.37
O 1.9212 1.7128 2.6948 0.5 0.4 0.0 -0.37
C 2.8010 1.5903 -4.4176 0.4 -0.3 -0.4 -0.12
O 2.0863 0.8493 -3.4833 -0.2 -0.2 0.2 -0.21
C 0.7420 0.6343 -3.8752 0.0 -0.7 0.2 -0.22
C 0.0432 -0.1476 -2.7689 -0.3 0.4 0.8 -0.21
N 0.6504 -1.4159 -2.3815 0.2 0.5 -1.1 -0.03
C 0.6429 -2.3721 -3.4837 0.3 -0.5 0.3 -0.22
C 1.1522 -3.7232 -3.0017 0.6 0.4 0.6 -0.25
O 0.3547 -4.2348 -1.9633 -0.1 -0.4 -0.2 -0.18
C 0.7850 -5.5194 -1.5629 -0.2 0.5 -0.1 -0.12
H 3.8501 1.5803 -4.1191 -0.1 0.3 0.2 0.09
H 2.4056 2.6073 -4.4891 0.2 0.1 -0.1 0.09
H 2.7964 1.1006 -5.4050 -0.3 0.2 0.0 0.09
H 0.7360 0.0303 -4.7973 0.0 0.3 -0.1 0.11
H 0.2445 1.5952 -4.0279 -0.1 0.1 -0.2 0.12
H -1.0190 -0.2860 -3.0104 0.1 -0.1 -0.2 0.11
H 0.0413 0.4861 -1.8724 0.1 -0.1 0.0 0.11
H 1.6406 -1.1702 -2.2257 -0.4 -0.6 0.7 0.06
H 1.3546 -2.0951 -4.2836 -0.4 0.0 -0.2 0.11
H -0.3699 -2.4776 -3.8854 0.0 0.1 -0.1 0.12
H 2.1632 -3.5389 -2.5902 0.0 -0.1 -0.1 0.11
H 1.2736 -4.4535 -3.8172 -0.3 0.1 -0.1 0.12
H 0.1224 -5.8130 -0.7521 0.0 -0.2 0.0 0.09
H 1.8194 -5.5089 -1.1928 0.0 0.0 0.0 0.08
H 0.7182 -6.2084 -2.4164 0.0 -0.2 0.2 0.08
C -5.4592 0.8676 1.7413 -0.3 -0.4 0.2 -0.15
O -4.0747 0.8222 1.8230 0.5 0.0 0.0 -0.18
C -3.5064 2.1181 1.9272 -0.6 -0.4 -0.7 -0.23
C -2.0028 2.0374 1.8343 0.4 0.2 0.3 -0.21
N -1.3908 1.0276 2.7095 0.6 1.1 -0.3 -0.02
C -1.3908 1.5086 4.0911 -0.6 0.1 0.0 -0.21
C -0.7908 0.4775 5.0185 0.8 -0.2 -0.4 -0.22
O -1.4897 -0.7525 4.9134 -0.5 0.1 0.2 -0.18
C -1.5426 -1.4483 6.1307 0.1 0.2 -0.2 -0.13
H -5.7986 -0.1588 1.5965 -0.1 0.0 0.1 0.09
H -5.8349 1.4556 0.8903 0.1 0.2 0.1 0.08
H -5.8874 1.2541 2.6777 -0.2 0.1 -0.1 0.09
H -3.8741 2.6106 2.8394 0.1 0.0 0.0 0.12
H -3.9049 2.6615 1.0540 0.2 0.5 0.3 0.10
H -1.5817 3.0376 2.0624 -0.3 0.0 0.0 0.12
H -1.6797 1.8441 0.8107 -0.2 -0.3 0.0 0.10
H -0.4117 1.1228 2.4202 -0.1 -0.9 0.1 0.07
H -2.4273 1.7374 4.3686 0.0 -0.2 0.2 0.11
H -0.8444 2.4657 4.1760 0.1 -0.2 0.1 0.12
H -0.7235 0.8216 6.0596 -0.4 0.1 -0.1 0.12
H 0.2475 0.2825 4.7157 -0.1 0.3 0.1 0.09
H -2.0573 -2.3908 5.9552 0.1 -0.1 -0.1 0.08
H -2.1213 -0.8839 6.8756 0.2 0.0 0.1 0.08
H -0.5201 -1.6296 6.4857 -0.1 -0.1 0.3 0.08
C -0.9342 4.7470 -1.7394 0.5 0.4 0.0 -0.12
O -1.9261 4.1372 -2.5247 -0.3 -0.2 0.3 -0.20
C -2.7983 3.3150 -1.7408 0.3 0.2 -0.8 -0.22
C -3.8581 2.7910 -2.6838 0.0 0.0 0.3 -0.21
N -4.9032 3.7843 -2.9882 0.4 -0.4 -0.9 -0.04
C -5.9844 3.1399 -3.7290 -0.1 0.0 0.0 -0.24
C -6.8599 4.1697 -4.4119 -0.1 -0.3 0.3 -0.24
O -6.0821 4.8543 -5.3726 0.1 -0.2 0.2 -0.19
C -6.8214 5.7703 -6.1138 -0.9 -0.1 -0.9 -0.14
H -0.1245 5.0254 -2.4158 0.0 -0.1 0.1 0.08
H -0.5303 4.0974 -0.9552 0.0 -0.2 -0.2 0.09
H -1.2666 5.6721 -1.2436 -0.3 -0.1 -0.1 0.09
H -3.2008 3.9257 -0.9277 -0.2 -0.3 0.1 0.12
H -2.2295 2.4526 -1.3770 0.0 0.1 0.3 0.11
H -4.2866 1.8728 -2.2674 -0.2 0.3 0.1 0.12
H -3.3261 2.4674 -3.5896 -0.1 0.0 -0.1 0.12
H -4.4835 4.3671 -3.7143 0.1 0.4 0.5 0.10
H -6.5748 2.5389 -3.0333 -0.1 0.0 -0.1 0.12
H -5.6107 2.4637 -4.5164 0.0 0.0 0.1 0.12
H -7.2578 4.8763 -3.6702 0.0 0.0 -0.1 0.13
H -7.6932 3.6372 -4.8947 0.0 0.2 0.0 0.12
H -6.1925 6.1709 -6.9068 0.2 0.3 0.3 0.09
H -7.2985 6.5584 -5.5177 0.4 0.1 0.1 0.09
H -7.6620 5.2968 -6.6597 0.2 -0.2 0.3 0.09
C 4.4547 -1.6783 4.3313 -0.1 -0.5 0.1 -0.06
C 3.0339 -2.1452 4.0458 -0.2 1.3 -0.1 -0.43
C 2.6547 -3.2806 4.9492 0.2 -0.8 -0.4 -0.23
O 1.4947 -3.9210 4.4343 0.1 0.2 0.0 -0.18
C 1.0841 -4.9890 5.2393 -0.7 0.2 0.0 -0.13
N 2.1042 -1.0001 4.2758 0.1 -1.2 -0.5 0.06
H 4.6743 -0.7467 3.8155 0.0 0.1 0.0 0.07
H 5.1686 -2.4406 4.0036 0.1 0.1 0.0 0.07
H 4.5603 -1.5445 5.4112 0.1 0.2 0.0 0.08
H 2.9544 -2.4666 2.9978 0.1 -0.2 0.1 0.14
H 2.5199 -2.9341 5.9829 -0.1 0.1 -0.1 0.13
H 3.4581 -4.0390 4.9365 0.1 0.2 0.2 0.12
H 0.4659 -4.6064 6.0644 0.4 -0.2 0.3 0.08
H 1.9333 -5.5801 5.5961 0.0 0.0 0.1 0.08
H 0.4165 -5.6364 4.6671 0.2 0.0 -0.2 0.08
H 1.1957 -1.3862 4.0051 -0.1 0.3 0.2 0.07
H 2.2999 -0.3095 3.5512 0.0 0.1 0.2 0.03
C 5.8456 -0.8382 -1.2655 0.1 -0.5 -0.3 -0.05
C 4.5715 -1.6986 -1.4007 0.7 1.4 0.0 -0.41
C 4.4664 -2.7039 -0.2742 -0.5 -0.5 -1.1 -0.20
O 5.6083 -3.5292 -0.2965 0.6 0.1 -0.2 -0.18
C 5.5923 -4.4797 0.7106 -0.6 -0.3 1.0 -0.13
N 3.3756 -0.8667 -1.3804 0.0 -0.2 0.0 0.06
H 6.0107 -0.2372 -2.1644 -0.3 0.1 0.0 0.07
H 6.7292 -1.4799 -1.1891 0.0 0.1 0.3 0.07
H 5.7397 -0.1746 -0.4068 0.2 0.0 0.1 0.08
H 4.6429 -2.1963 -2.3739 -0.2 -0.3 0.2 0.13
H 3.6000 -3.3328 -0.5292 -0.2 0.1 0.5 0.12
H 4.3284 -2.2008 0.6897 0.0 0.0 0.0 0.13
H 5.4464 -3.9953 1.6904 0.2 -0.1 0.0 0.08
H 6.5168 -5.0520 0.7331 0.2 0.2 -0.2 0.08
H 4.7592 -5.1975 0.6218 0.0 0.1 -0.2 0.09
H 3.2874 -0.3934 -0.4816 0.0 -0.2 -0.1 0.04
H 3.3951 -0.1367 -2.0852 0.1 -0.1 0.0 0.07

[2]
101
Properties=species:S:1:pos:R:3:forces:R:3:lowdin_charge:R:1 method="wB97M-V/def2-TZVPD" smiles=CCCCCCCCCCCCCCCC[PH2]([C@@H](C)F)P(C)CC.CO.CO.CO.CO.CO energy_ha=-2189.3974 total_charge=0
C -3.3604 -0.3123 -3.5410 -0.4 -0.1 -0.1 -0.10
C -4.2524 -1.5590 -3.6553 -0.1 0.5 0.4 -0.26
C -3.9596 -2.6044 -2.5926 0.5 0.1 -0.1 -0.21
C -2.6486 -3.4201 -2.7529 -0.8 -0.2 -0.3 -0.19
C -2.0911 -3.5677 -4.1764 0.8 0.1 0.4 -0.19
C -0.9671 -2.5506 -4.4983 -0.1 -0.9 -0.3 -0.20
C 0.4118 -3.2013 -4.6727 0.2 0.5 0.5 -0.21
C 1.5324 -2.2547 -4.2172 0.2 -0.4 -0.6 -0.21
C 1.4868 -0.8512 -4.8425 -0.6 -0.2 0.2 -0.20
C 0.9293 0.2625 -3.9556 0.7 0.5 -0.1 -0.21
C 1.4382 0.2602 -2.5222 -1.0 -0.3 0.2 -0.23
C 1.3212 1.6084 -1.8294 1.4 -0.4 0.4 -0.19
C 1.6943 1.4646 -0.3428 -0.5 0.4 0.2 -0.19
C 0.8536 2.3609 0.6013 0.1 -0.8 -0.3 -0.20
C 0.0087 1.4894 1.5560 0.9 0.8 -0.5 -0.30
C 0.9361 0.8372 2.5710 -0.6 0.7 0.4 -0.35
P 0.1495 0.0642 4.0637 0.4 -0.2 0.3 0.68
C 1.6731 0.4532 5.1852 -0.5 -0.5 0.2 -0.55
C 1.6712 -0.4309 6.4069 0.4 0.2 0.1 -0.12
F 2.8682 0.1824 4.4992 0.1 0.1 -0.2 -0.09
P -1.6772 -0.6839 3.0024 -0.1 -0.6 -1.3 0.74
C -3.0642 0.5212 3.1451 0.3 0.0 0.2 -0.34
C -2.2440 -2.0566 4.0988 -0.7 0.8 0.1 -0.52
C -3.5265 -2.7062 3.5571 0.7 -0.1 0.1 -0.17
H -3.1499 0.0914 -4.5255 0.3 0.1 -0.1 0.07
H -3.8904 0.4677 -3.0027 0.0 0.1 0.2 0.07
H -2.4466 -0.5065 -2.9909 0.3 0.0 -0.1 0.05
H -4.2457 -1.9508 -4.6666 0.1 -0.2 -0.1 0.09
H -5.2687 -1.2143 -3.4807 -0.3 -0.1 -0.1 0.10
H -4.8101 -3.2718 -2.4990 -0.1 -0.2 -0.1 0.10
H -3.8951 -2.0741 -1.6444 -0.1 0.0 0.2 0.10
H -2.8673 -4.4228 -2.3953 0.0 -0.1 0.2 0.10
H -1.8941 -3.0302 -2.0771 0.3 0.1 0.0 0.10
H -2.8697 -3.5600 -4.9299 -0.2 0.0 0.0 0.10
H -1.6300 -4.5504 -4.2171 0.0 -0.3 -0.2 0.09
H -1.2036 -2.0167 -5.4140 -0.1 0.4 0.1 0.11
H -0.8797 -1.8714 -3.6637 -0.1 0.5 0.1 0.08
H 0.5976 -3.5297 -5.6936 -0.2 0.0 -0.2 0.11
H 0.4744 -4.0881 -4.0464 0.0 -0.2 0.1 0.10
H 2.4765 -2.7041 -4.5215 0.2 -0.2 0.1 0.10
H 1.5400 -2.2502 -3.1308 0.0 0.3 0.2 0.10
H 2.4740 -0.5709 -5.1995 0.2 0.1 0.1 0.10
H 0.8496 -0.9046 -5.7243 0.1 0.0 -0.3 0.10
H 1.2323 1.2110 -4.4047 0.0 0.2 -0.1 0.11
H -0.1560 0.2814 -3.9553 -0.2 -0.1 0.0 0.09
H 0.8122 -0.4312 -1.9524 0.0 -0.2 0.1 0.11
H 2.4442 -0.1425 -2.4390 0.3 0.1 -0.1 0.12
H 2.0869 2.2363 -2.2782 -0.3 0.5 -0.3 0.08
H 0.3344 2.0416 -1.9561 -0.2 0.1 -0.1 0.11
H 1.5188 0.4224 -0.0894 -0.1 -0.2 0.3 0.09
H 2.7526 1.6374 -0.1732 0.1 0.0 -0.2 0.09
H 1.4888 3.0445 1.1596 0.0 0.2 0.1 0.10
H 0.1871 2.9490 -0.0214 -0.2 0.3 0.0 0.10
H -0.7102 2.1496 2.0358 -0.3 -0.2 0.2 0.09
H -0.4747 0.7676 0.9141 -0.5 -0.3 0.2 0.08
H 1.5836 1.6235 2.9488 0.2 0.1 0.2 0.08
H 1.6032 0.1221 2.1096 0.0 -0.4 0.0 0.09
H 0.4326 -1.3225 4.3075 0.0 0.0 -0.2 0.01
H -0.6368 0.7754 5.0492 0.1 0.2 0.0 0.02
H 1.6541 1.4973 5.4995 0.2 0.3 -0.2 0.10
H 1.4296 -1.4643 6.1590 -0.2 -0.1 0.0 0.04
H 1.0211 -0.0514 7.1895 -0.3 -0.1 0.0 0.07
H 2.6833 -0.4320 6.8006 0.1 0.0 0.2 0.08
H -2.8298 1.4866 2.7068 0.2 0.0 -0.1 0.01
H -3.3770 0.7146 4.1674 -0.1 -0.1 0.2 0.03
H -3.8934 0.1217 2.5752 -0.3 -0.1 0.0 0.02
H -2.4742 -1.6410 5.0815 0.2 -0.1 0.3 0.06
H -1.4745 -2.8050 4.2029 0.4 0.0 0.0 0.04
H -4.3926 -2.1118 3.8207 -0.2 0.0 -0.2 0.06
H -3.4295 -2.8215 2.4807 -0.3 0.0 -0.2 0.05
H -3.6295 -3.6995 3.9842 -0.2 -0.1 0.1 0.06
C 5.3253 3.0105 -3.8173 0.0 0.0 -0.3 -0.14
O 4.0573 2.3519 -3.8893 0.1 -0.1 0.1 -0.14
H 5.4151 3.4502 -2.8298 0.0 0.0 0.0 0.07
H 6.1328 2.2876 -3.9624 0.1 0.1 0.0 0.08
H 5.3987 3.7979 -4.5702 0.0 0.0 0.0 0.09
H 3.9737 1.9570 -4.7638 0.0 0.0 0.1 0.08
C -5.7799 3.7291 3.2837 0.0 -0.1 0.2 -0.16
O -5.6526 2.5596 4.0854 0.0 0.1 0.0 -0.13
H -5.5849 3.4445 2.2529 0.0 0.0 0.0 0.08
H -6.7893 4.1428 3.3519 0.0 0.1 -0.1 0.07
H -5.0554 4.4907 3.5842 0.0 0.1 -0.1 0.07
H -5.8253 2.8108 4.9989 0.0 -0.1 -0.1 0.07
C 5.8435 0.7934 -0.4860 -0.2 0.1 -0.2 -0.14
O 4.9644 1.7642 -1.0425 0.2 -0.2 0.0 -0.15
H 6.1518 1.1450 0.4953 0.0 0.0 0.0 0.08
H 5.3400 -0.1712 -0.3753 0.1 0.0 0.1 0.08
H 6.7310 0.6653 -1.1127 0.1 0.0 0.1 0.08
H 4.6935 1.4459 -1.9139 -0.2 0.2 0.0 0.04
C -0.0183 -4.5225 7.0244 -0.1 0.3 0.0 -0.15
O -0.9412 -3.5822 6.4826 0.1 -0.1 0.1 -0.14
H -0.1678 -5.4665 6.5072 0.0 0.0 0.0 0.08
H 1.0125 -4.1926 6.8691 0.0 -0.1 0.0 0.07
H -0.1932 -4.6721 8.0929 0.1 -0.1 0.0 0.08
H -0.8079 -2.7448 6.9401 -0.1 -0.1 -0.1 0.07
C 2.8074 5.3123 -2.0180 0.0 0.3 0.0 -0.15
O 3.5947 6.3988 -2.5042 0.0 0.0 0.0 -0.13
H 3.2453 4.3906 -2.3902 0.0 0.0 0.0 0.05
H 2.8126 5.2927 -0.9250 -0.1 -0.1 0.0 0.08
H 1.7794 5.3892 -2.3819 0.0 -0.1 0.1 0.08
H 3.2058 7.2150 -2.1737 0.1 -0.1 -0.1 0.07

[3]
109
Properties=species:S:1:pos:R:3:forces:R:3:lowdin_charge:R:1 method="wB97M-V/def2-TZVPD" energy_ha=-2790.5831 total_charge=-1
O -4.7839 -4.8850 -2.6972 0.8 -0.7 -1.4 -0.09
C -5.7745 -4.4672 -3.3159 -1.5 1.0 2.8 -0.75
O -6.7083 -3.8259 -2.6845 0.6 -0.6 -2.4 -0.14
C -5.9658 -4.7400 -4.8755 0.9 0.5 2.2 -0.46
N -5.1633 -3.8209 -5.7223 -0.7 0.0 0.2 -0.44
Cl -3.4641 -3.9148 -5.3837 0.3 0.1 -0.1 0.56
P -5.8019 -6.5644 -5.3277 -2.7 -1.2 -2.2 0.93
O -4.3337 -6.8941 -6.1285 0.1 0.1 1.6 -0.35
O -6.0412 -7.5665 -3.9790 1.7 0.7 -0.5 -0.31
H -7.0352 -4.4718 -5.0714 0.9 -0.5 -0.2 0.10
H -5.4256 -2.8850 -5.3823 0.3 -0.3 -0.1 0.05
H -3.9279 -7.7111 -5.7918 0.0 0.4 -0.1 0.03
H -5.2793 -8.1550 -3.8372 -0.2 0.4 0.4 0.04
C -3.6106 -1.1030 -1.2365 0.0 -0.2 0.3 -0.06
C -3.5385 -0.8146 -2.7253 -0.6 0.2 0.3 -0.50
C -3.6614 0.6770 -3.0066 0.2 0.1 -0.2 -0.07
O -4.5801 -1.5124 -3.3938 0.2 0.2 -0.5 -0.08
H -4.5713 -0.7802 -0.8217 0.0 0.0 -0.1 0.08
H -3.5319 -2.1762 -1.0510 0.0 0.0 -0.1 0.09
H -2.8117 -0.5954 -0.6990 -0.1 0.0 0.0 0.05
H -2.5932 -1.1866 -3.1258 -0.1 -0.1 -0.1 0.13
H -4.6234 1.0610 -2.6528 0.0 -0.1 0.1 0.08
H -3.6186 0.8694 -4.0818 0.0 0.0 0.0 0.07
H -2.8606 1.2388 -2.5180 0.0 0.0 0.0 0.07
H -5.4246 -1.1965 -3.0490 0.0 -0.4 0.1 0.09
C 1.0195 0.3192 0.2972 -0.1 0.1 0.2 -0.07
C 0.2754 -0.8786 -0.2732 0.5 0.3 -0.5 -0.48
C 1.2336 -1.8727 -0.9108 -0.1 -0.3 0.0 -0.06
O -0.6666 -0.4355 -1.2469 0.0 0.0 0.1 -0.07
H 1.5570 0.8553 -0.4919 0.1 -0.1 0.0 0.08
H 0.3193 1.0292 0.7421 0.0 -0.1 0.1 0.07
H 1.7371 0.0117 1.0611 0.0 0.1 0.0 0.08
H -0.2901 -1.3713 0.5205 -0.2 0.1 -0.1 0.14
H 1.7780 -1.4104 -1.7402 0.0 0.1 0.1 0.08
H 0.6852 -2.7210 -1.3245 0.0 0.0 0.1 0.08
H 1.9582 -2.2457 -0.1834 0.0 0.0 0.0 0.08
H -0.1790 0.0022 -1.9552 0.0 -0.1 0.1 0.09
C 2.9422 3.8167 3.6717 0.2 -0.1 0.0 -0.07
C 1.9262 2.9463 2.9488 -0.2 0.4 0.5 -0.50
C 0.6368 3.7068 2.6808 -0.1 -0.1 -0.2 -0.06
O 1.6414 1.7911 3.7377 0.1 -0.3 -0.2 -0.06
H 2.5580 4.1420 4.6411 -0.1 0.1 -0.1 0.06
H 3.8584 3.2535 3.8666 0.0 0.0 -0.1 0.07
H 3.1942 4.7016 3.0839 0.0 0.0 0.1 0.08
H 2.3482 2.5957 2.0043 -0.1 -0.2 0.1 0.13
H 0.1731 4.0276 3.6186 0.1 0.1 0.0 0.08
H -0.0867 3.0669 2.1717 0.1 0.0 0.0 0.07
H 0.8190 4.5884 2.0627 0.0 0.0 0.0 0.08
H 1.2672 2.0898 4.5747 0.0 0.0 -0.1 0.08
C 3.5473 6.7746 7.8443 0.2 -0.2 0.1 -0.06
C 3.6173 7.0648 6.3535 -0.5 0.4 0.4 -0.49
C 3.5067 8.5557 6.0746 0.1 0.1 -0.2 -0.06
O 2.5626 6.3754 5.6833 0.1 -0.2 -0.2 -0.07
H 2.5920 7.1065 8.2623 0.0 0.1 -0.1 0.08
H 3.6173 5.7006 8.0295 0.1 0.0 0.0 0.07
H 4.3558 7.2752 8.3817 0.0 0.0 0.0 0.08
H 4.5580 6.6845 5.9493 -0.1 -0.1 -0.1 0.14
H 2.5496 8.9477 6.4317 0.0 -0.1 0.1 0.08
H 3.5480 8.7486 5.0007 0.1 0.0 0.0 0.08
H 4.3128 9.1094 6.5603 0.0 0.0 0.0 0.08
H 1.7245 6.7024 6.0314 0.1 0.0 0.0 0.09
C 5.5828 4.0541 10.1169 -0.3 0.0 -0.1 -0.06
C 6.7366 4.8815 9.5743 0.2 -0.4 0.6 -0.50
C 8.0396 4.1022 9.6066 0.3 -0.1 -0.2 -0.06
O 6.8724 6.0734 10.3511 -0.1 0.3 -0.2 -0.06
H 5.7587 3.7739 11.1600 0.1 -0.1 -0.1 0.08
H 4.6554 4.6308 10.0965 0.0 0.0 -0.1 0.07
H 5.4415 3.1431 9.5315 0.0 0.0 0.1 0.07
H 6.5183 5.1873 8.5487 0.0 0.2 0.1 0.13
H 8.3031 3.8234 10.6323 -0.1 0.0 0.0 0.08
H 8.8614 4.7120 9.2242 -0.1 0.0 0.0 0.08
H 7.9681 3.1943 9.0054 0.0 0.1 0.1 0.05
H 7.0651 5.8136 11.2593 0.0 0.0 -0.1 0.08
C 7.9980 1.2820 5.2415 0.2 0.2 -0.1 -0.06
C 7.8940 0.9177 6.7143 -0.5 -0.2 -0.4 -0.49
C 7.2550 -0.4495 6.9014 0.1 -0.1 0.2 -0.06
O 7.1185 1.9042 7.3961 0.1 0.1 0.2 -0.08
H 7.0064 1.3271 4.7814 0.0 -0.1 0.0 0.08
H 8.4486 2.2694 5.1220 0.0 -0.1 0.0 0.08
H 8.6019 0.5541 4.6961 0.0 0.0 0.0 0.08
H 8.8889 0.9229 7.1651 -0.1 0.2 0.1 0.14
H 6.2388 -0.4621 6.4965 0.1 0.0 -0.1 0.08
H 7.1770 -0.6940 7.9627 0.1 0.0 0.0 0.08
H 7.8369 -1.2289 6.4054 -0.1 0.0 0.0 0.08
H 6.2357 1.9095 7.0062 0.1 0.0 0.0 0.09
C -1.2111 -3.9322 -9.4581 0.2 0.0 0.0 -0.07
C -2.2292 -4.8139 -10.1657 -0.3 0.3 0.6 -0.50
C -3.5207 -4.0567 -10.4377 -0.1 0.0 -0.2 -0.07
O -2.5094 -5.9587 -9.3636 0.1 -0.1 -0.2 -0.06
H -1.5960 -3.5970 -8.4907 -0.1 0.0 -0.1 0.07
H -0.2935 -4.4898 -9.2585 0.0 0.0 -0.1 0.08
H -0.9618 -3.0530 -10.0577 0.0 0.0 0.0 0.07
H -1.8097 -5.1759 -11.1079 0.0 -0.2 0.1 0.13
H -3.9804 -3.7254 -9.5021 0.1 0.0 0.0 0.08
H -4.2459 -4.7035 -10.9364 0.1 0.0 0.0 0.07
H -3.3414 -3.1816 -11.0674 0.0 0.0 0.0 0.08
H -2.8826 -5.6545 -8.5239 0.0 -0.1 0.0 0.08
C -9.5249 -5.1246 -8.5421 -0.3 0.0 0.1 -0.07
C -8.2942 -4.4310 -7.9760 0.3 -0.4 -0.6 -0.49
C -7.5142 -3.7107 -9.0661 0.1 0.3 0.0 -0.07
O -7.4535 -5.3913 -7.3461 -0.5 0.5 -0.2 -0.15
H -9.2395 -5.8789 -9.2819 0.1 0.1 -0.1 0.08
H -10.0682 -5.6452 -7.7510 0.0 0.1 0.0 0.08
H -10.2000 -4.4082 -9.0174 0.0 0.0 0.0 0.07
H -8.5971 -3.7154 -7.2077 0.1 -0.1 0.1 0.14
H -7.1615 -4.4180 -9.8233 -0.1 0.0 0.0 0.08
H -6.6297 -3.2274 -8.6459 -0.1 0.0 0.1 0.07
H -8.1285 -2.9514 -9.5575 0.0 0.0 0.0 0.07
H -7.1766 -6.0317 -8.0125 0.1 -0.1 0.2 0.08

| no. | HOMO level (eV) |
| --- | --- |
| 1 | -5.88 |
| 2 | -6.91 |
| 3 | -3.61 |